132
Properties=species:S:1:pos:R:3:forces:R:3:mulliken_charge:R:1 method="wB97M-V/def2-TZVPD" e_tot_ev=-215178.112 lumo_ev=1.670 orbital_gap_ev=7.1 charge=-1 max_force_ha_per_bohr=0.014
Pb -0.32040 -1.48689 -0.94365 0.017 0.282 0.648 1.7782
C 1.55504 1.86519 3.40075 -0.060 0.007 -0.003 -1.5684
C 0.97742 0.99983 2.28462 -0.005 -0.030 -0.135 0.2417
Ge 2.37370 0.28039 1.09329 0.123 0.079 -0.050 0.5148
C 2.31347 0.96553 -0.78487 -0.066 -0.033 0.079 1.9860
C 3.58581 1.69618 -1.19701 0.007 -0.018 -0.008 -1.6046
C 4.23474 0.50523 1.71441 -0.123 -0.106 -0.071 -0.6751
C 4.77775 -0.72789 1.68622 -0.227 -0.008 -0.002 -0.5589
Ge 3.22591 -1.96453 1.32261 0.198 0.058 -0.064 -0.3246
C 3.41769 -3.10991 -0.27557 -0.029 -0.022 0.096 0.5710
C 3.50520 -4.59487 0.06183 0.031 -0.004 -0.012 -1.6681
C 2.91647 -3.00406 2.95746 -0.111 0.125 -0.033 -0.3626
C 4.18521 -3.46422 3.66744 0.029 0.015 0.017 -1.3934
C 6.19093 -1.02856 1.97035 0.006 -0.023 0.024 0.4343
C 6.91769 -0.30525 2.91460 0.000 0.029 0.004 -0.3922
C 8.24017 -0.61418 3.18119 0.041 0.010 0.011 -0.7535
C 8.86538 -1.65152 2.50561 0.016 -0.039 -0.007 -0.3948
C 8.15270 -2.38154 1.56555 0.079 -0.016 0.008 -0.8118
C 6.82766 -2.07620 1.30920 -0.035 -0.044 -0.013 0.1761
H 0.78888 2.12299 4.13170 -0.048 0.038 0.059 0.4080
H 1.96815 2.79757 3.01735 0.060 0.079 -0.053 0.3173
H 2.35492 1.34616 3.92790 0.056 -0.035 0.051 0.3824
H 0.23822 1.55030 1.69719 0.017 0.019 0.005 -0.1139
H 0.46174 0.13767 2.70859 -0.065 -0.081 -0.005 0.4457
H 1.44663 1.61697 -0.90712 -0.054 -0.026 0.019 -0.5910
H 2.15165 0.11928 -1.45872 -0.010 -0.029 -0.002 -0.5913
H 3.78004 2.55314 -0.55264 0.028 0.092 0.051 0.3204
H 3.51517 2.06381 -2.22213 0.014 0.034 -0.092 0.3841
H 4.45657 1.04445 -1.12795 0.050 -0.024 0.006 0.4359
H 4.81482 1.39578 1.94390 0.094 0.087 0.012 0.4285
H 4.29026 -2.77211 -0.84028 0.022 0.009 -0.011 0.5766
H 2.53733 -2.93773 -0.89934 -0.030 0.029 -0.053 -0.2998
H 4.33729 -4.80085 0.73655 0.061 -0.030 0.033 0.3116
H 3.64874 -5.20300 -0.83314 -0.010 -0.029 -0.031 0.4128
H 2.58950 -4.92676 0.54828 -0.085 -0.046 0.028 0.2871
H 2.28243 -3.85199 2.70611 -0.073 -0.066 -0.048 0.2720
H 2.33420 -2.35634 3.61476 -0.065 -0.019 0.056 0.5703
H 4.80715 -4.09462 3.03112 0.030 -0.032 -0.042 0.2231
H 3.93530 -4.04512 4.55741 0.019 -0.026 0.039 0.3898
H 4.80023 -2.62135 3.98440 0.026 0.037 -0.006 0.3331
H 6.42808 0.49309 3.45502 -0.033 0.047 0.043 0.4051
H 8.78428 -0.04872 3.92524 0.032 0.032 0.045 0.3836
H 9.89541 -1.89909 2.72112 0.057 -0.006 0.001 0.3830
H 8.62838 -3.19798 1.03905 0.023 -0.034 -0.023 0.3957
H 6.26754 -2.65769 0.58783 -0.035 -0.041 -0.038 0.3299
N -2.23719 -2.25121 -3.85513 -0.052 -0.037 -0.288 0.2219
C -2.28244 -3.26104 -2.89378 -0.186 -0.107 -0.041 -0.2140
N -2.92098 -4.40108 -3.03620 0.063 0.231 -0.208 -0.5095
N -2.71051 -5.04432 -1.87222 -0.079 -0.288 0.018 -0.8425
N -1.99349 -4.33835 -1.08529 0.127 -0.092 0.626 -0.0471
N -1.68599 -3.18047 -1.70408 0.061 0.217 -0.212 0.8705
C -2.60794 -0.96897 -3.44239 -0.040 0.015 -0.060 -0.3417
N -3.48381 -0.21045 -4.07644 -0.073 -0.181 -0.033 -0.9830
N -3.51895 0.91293 -3.34928 -0.100 0.202 -0.206 -0.6690
N -2.70357 0.83073 -2.35841 0.086 0.218 0.325 0.6334
N -2.09254 -0.36562 -2.37859 0.170 -0.128 -0.268 -0.3783
H -2.75499 -2.52686 -4.68198 0.037 0.019 0.058 0.3532
C -7.30110 -1.39623 -0.59561 -0.023 -0.011 0.030 -1.4828
C -6.48767 -2.13804 0.42984 -0.081 -0.021 -0.027 1.1535
C -7.11129 -3.04069 1.27975 0.105 0.034 -0.002 -0.8877
C -6.37609 -3.74050 2.22531 -0.025 0.008 0.013 -0.9751
C -5.01337 -3.54811 2.31657 0.004 -0.141 -0.006 0.0101
C -4.37360 -2.64489 1.47122 -0.387 0.010 -0.008 -0.7005
N -2.97586 -2.46205 1.55264 0.347 0.167 -0.433 0.8045
C -2.32761 -2.54266 2.77803 0.205 0.133 0.101 -0.3946
C -2.91462 -1.94172 3.89319 -0.090 -0.022 0.089 -0.1422
C -2.33074 -2.02255 5.14203 0.088 0.001 -0.018 -0.7842
C -1.13315 -2.70648 5.30276 -0.046 -0.031 -0.032 -0.8769
C -0.52704 -3.26070 4.18752 -0.029 0.002 0.037 -0.1821
C -1.08457 -3.16001 2.91788 0.227 -0.041 0.186 0.3289
C -0.23326 -3.64683 1.75883 -0.264 -0.114 0.131 0.0829
O 0.01182 -4.82695 1.61465 0.204 -0.284 0.122 -0.6689
O 0.25210 -2.68159 1.04458 -0.156 0.351 -0.538 -0.2883
C -5.10746 -1.92012 0.53116 -0.021 0.120 0.012 0.6731
C -4.42854 -0.91546 -0.35508 -0.049 -0.079 0.152 -1.1665
H -8.34210 -1.71385 -0.55795 -0.025 -0.004 -0.010 0.4027
H -6.92672 -1.57365 -1.60387 0.031 0.006 -0.059 0.2781
H -7.27182 -0.31811 -0.42951 -0.001 0.040 -0.002 0.3282
H -8.17853 -3.19803 1.19710 -0.065 -0.012 -0.015 0.3443
H -6.86274 -4.45146 2.87945 -0.029 -0.027 0.020 0.3786
H -4.42959 -4.11327 3.03120 0.024 0.024 -0.002 0.5673
H -2.47518 -2.84723 0.76157 -0.031 -0.244 0.131 -0.7734
H -3.85005 -1.41513 3.76323 -0.060 0.004 0.006 0.5428
H -2.80829 -1.54314 5.98564 -0.035 0.002 0.055 0.4109
H -0.67580 -2.80502 6.27671 0.031 0.013 0.062 0.4038
H 0.40402 -3.79745 4.29068 0.127 -0.032 0.008 0.5596
H -3.51073 -0.54713 0.10734 -0.053 -0.067 -0.061 0.0481
H -5.06857 -0.06086 -0.56192 -0.033 0.054 -0.024 0.4757
H -4.16882 -1.36122 -1.31500 0.029 -0.001 -0.060 0.1727
C 3.05923 -1.46197 -3.64110 -0.070 0.019 -0.073 -0.3455
Te 0.98148 -1.92584 -3.85123 0.075 -0.157 -0.241 0.2860
C 0.41937 -0.02747 -4.64378 -0.049 -0.030 0.045 -0.6753
H 3.60214 -1.91206 -4.46592 0.034 0.018 -0.030 0.4106
H 3.42689 -1.85075 -2.70002 0.021 -0.061 0.100 -0.2597
H 3.17592 -0.38339 -3.65612 0.017 0.102 0.008 0.2209
H 1.32291 0.55687 -4.77778 0.094 0.062 -0.040 0.4774
H -0.24846 0.47599 -3.95355 -0.032 0.044 0.052 -0.2211
H -0.07821 -0.17624 -5.59528 -0.025 -0.014 -0.058 0.5094
F 1.94515 7.93122 1.18391 -0.081 -0.136 -0.066 -0.3560
C 1.25969 6.86216 0.70340 0.055 0.096 0.057 0.2308
C 1.84495 5.61518 0.75775 0.008 0.112 0.019 -0.9042
C 1.12304 4.53521 0.26780 0.001 -0.045 0.015 0.0318
C -0.14894 4.68653 -0.27692 -0.069 -0.123 -0.018 -0.2877
C -0.69769 5.96565 -0.30447 -0.068 -0.009 -0.060 -0.3030
C -0.00439 7.06144 0.18404 0.119 0.045 0.048 -0.8257
Sb -1.16135 2.92063 -1.05189 0.049 0.131 0.079 0.6510
C -0.58961 3.40317 -3.07287 -0.001 -0.076 0.060 0.3695
C -1.39998 3.17126 -4.18172 -0.041 -0.002 0.005 -0.0449
C -0.93878 3.40146 -5.47090 0.114 0.013 -0.076 -0.8584
C 0.35575 3.84725 -5.63910 0.054 0.013 -0.168 0.2853
F 0.82249 4.06087 -6.89915 -0.097 -0.039 0.256 -0.3734
C 1.19515 4.08483 -4.56969 0.013 0.030 -0.103 -0.8217
C 0.70726 3.86522 -3.28965 -0.001 -0.006 0.017 -0.4505
C -3.09426 3.81678 -0.97504 0.037 -0.125 -0.026 0.2172
C -3.67831 4.52860 -2.01477 0.055 0.064 0.009 -0.2787
C -4.95049 5.06652 -1.88816 -0.082 0.016 0.069 -0.6694
C -5.62724 4.87902 -0.70126 -0.130 0.035 -0.005 0.2496
F -6.87416 5.39776 -0.57011 0.156 -0.053 -0.012 -0.3649
C -5.08456 4.17737 0.35519 -0.098 0.058 -0.023 -0.6837
C -3.81453 3.64569 0.20322 0.024 -0.019 -0.022 -0.6830
H 2.83317 5.49933 1.17947 0.048 -0.001 0.021 0.5063
H 1.57502 3.55204 0.31485 0.050 -0.102 0.047 0.7509
H -1.68802 6.11803 -0.71504 -0.042 0.009 -0.009 0.3995
H -0.42498 8.05619 0.16564 -0.023 0.063 0.004 0.4586
H -2.40459 2.79407 -4.05550 -0.044 -0.039 -0.006 0.5296
H -1.56629 3.22629 -6.33322 -0.027 -0.009 -0.035 0.4687
H 2.20043 4.44534 -4.74188 0.012 -0.001 -0.002 0.4631
H 1.35665 4.07579 -2.44951 0.060 -0.009 0.050 0.3324
H -3.14050 4.68067 -2.93955 0.020 0.008 -0.063 0.4633
H -5.41723 5.61788 -2.69082 -0.031 0.031 -0.051 0.4689
H -5.65213 4.04760 1.26467 -0.037 -0.006 0.051 0.4687
H -3.38812 3.08300 1.02371 0.029 -0.059 0.068 0.4267